{
  "formula": "C6H16",
  "method": "ωB97M-V/def2-TZVPD",
  "homo_lumo_gap_ev": 12.26,
  "smiles": "CCC.CCC",
  "total_charge": 0,
  "e_homo_ev": -11.16,
  "elements": ["C", "C", "C", "H", "H", "H", "H", "H", "H", "H", "H", "C", "C", "C", "H", "H", "H", "H", "H", "H", "H", "H"],
  "xyz": [[-3.790, 0.513, 1.599], [-2.587, 0.122, 0.713], [-1.615, -0.849, 1.488], [-3.475, 1.247, 2.360], [-4.328, -0.307, 2.104], [-4.481, 1.007, 0.897], [-2.902, -0.242, -0.284], [-1.966, 1.026, 0.561], [-2.134, -1.791, 1.733], [-1.221, -0.412, 2.421], [-0.766, -1.077, 0.822], [3.660, -0.280, -2.048], [2.468, 0.606, -1.602], [1.818, -0.002, -0.348], [3.257, -1.273, -2.310], [4.496, -0.415, -1.342], [4.047, 0.195, -2.965], [2.836, 1.624, -1.368], [1.680, 0.702, -2.373], [2.607, -0.118, 0.414], [1.335, -0.981, -0.506], [1.062, 0.706, 0.033]],
  "lowdin_charge": [-0.1409, -0.3089, -0.1243, 0.0703, 0.0698, 0.0637, 0.0991, 0.0909, 0.0656, 0.0725, 0.0396, -0.1343, -0.3223, -0.1488, 0.0696, 0.0719, 0.0635, 0.0996, 0.1018, 0.0731, 0.0670, 0.0617]
}

{
  "formula": "C6H16",
  "method": "ωB97M-V/def2-TZVPD",
  "homo_lumo_gap_ev": 11.25,
  "smiles": "CCC.CCC",
  "total_charge": 0,
  "e_homo_ev": -10.14,
  "elements": ["C", "C", "C", "H", "H", "H", "H", "H", "H", "H", "H", "C", "C", "C", "H", "H", "H", "H", "H", "H", "H", "H"],
  "xyz": [[2.485, -0.613, 1.803], [1.253, 0.329, 1.510], [1.506, 1.208, 0.251], [2.228, -1.378, 2.571], [3.324, 0.066, 2.233], [2.853, -0.941, 0.787], [0.486, -0.362, 1.246], [0.890, 0.940, 2.318], [1.806, 0.612, -0.710], [0.600, 1.743, -0.002], [2.227, 1.942, 0.486], [-1.794, -0.845, -0.074], [-1.080, -0.258, -1.281], [-2.358, 0.153, -2.167], [-2.619, -1.392, -0.255], [-1.021, -1.636, 0.273], [-1.987, -0.034, 0.653], [-0.478, -0.876, -1.740], [-0.522, 0.684, -1.022], [-2.506, -0.738, -2.761], [-2.028, 0.984, -2.687], [-3.326, 0.540, -1.636]],
  "lowdin_charge": [-0.1173, -0.2983, -0.1363, 0.0665, 0.0853, 0.0743, 0.0393, 0.0938, 0.1098, 0.0399, 0.0442, -0.1423, -0.2648, -0.1010, 0.0158, 0.0949, 0.0912, 0.0391, 0.0752, 0.0627, 0.0181, 0.1100]
}

{
  "formula": "C6H16",
  "method": "ωB97M-V/def2-TZVPD",
  "homo_lumo_gap_ev": 12.23,
  "smiles": "CCC.CCC",
  "total_charge": 0,
  "e_homo_ev": -11.12,
  "elements": ["C", "C", "C", "H", "H", "H", "H", "H", "H", "H", "H", "C", "C", "C", "H", "H", "H", "H", "H", "H", "H", "H"],
  "xyz": [[-0.873, 1.193, -1.536], [-0.600, 1.849, -0.150], [0.526, 2.818, -0.522], [-1.535, 0.313, -1.462], [0.012, 0.739, -1.977], [-1.448, 1.755, -2.272], [-1.376, 2.525, 0.209], [-0.278, 1.062, 0.523], [0.909, 3.450, 0.292], [1.445, 2.272, -0.754], [0.236, 3.418, -1.382], [0.033, -1.395, 1.946], [-0.376, -1.937, 0.524], [0.891, -2.398, -0.125], [1.109, -1.288, 1.943], [-0.116, -2.235, 2.633], [-0.444, -0.526, 2.386], [-1.109, -2.713, 0.737], [-0.872, -1.153, -0.052], [1.619, -1.625, -0.383], [1.332, -3.183, 0.506], [0.916, -2.941, -1.086]],
  "lowdin_charge": [-0.1422, -0.2654, -0.1548, 0.0507, 0.0712, 0.0692, 0.1002, 0.0721, 0.0676, 0.0668, 0.0706, -0.1153, -0.2902, -0.1531, 0.0537, 0.0657, 0.0575, 0.0959, 0.0598, 0.0735, 0.0771, 0.0694]
}

{
  "formula": "C6H16",
  "method": "ωB97M-V/def2-TZVPD",
  "homo_lumo_gap_ev": 12.04,
  "smiles": "CCC.CCC",
  "total_charge": 0,
  "e_homo_ev": -10.93,
  "elements": ["C", "C", "C", "H", "H", "H", "H", "H", "H", "H", "H", "C", "C", "C", "H", "H", "H", "H", "H", "H", "H", "H"],
  "xyz": [[-2.640, 0.278, -2.139], [-1.014, 0.373, -2.181], [-0.423, -1.016, -2.234], [-3.144, 0.543, -3.054], [-2.898, -0.678, -1.665], [-2.942, 0.981, -1.335], [-0.916, 0.961, -3.123], [-0.841, 1.072, -1.353], [0.638, -1.067, -2.630], [-1.045, -1.690, -2.865], [-0.403, -1.501, -1.260], [1.848, 0.736, 3.223], [0.824, 0.338, 2.133], [1.553, -0.591, 1.159], [1.231, 1.372, 3.969], [2.049, -0.244, 3.687], [2.631, 1.366, 2.813], [-0.054, -0.231, 2.566], [0.494, 1.294, 1.623], [2.607, -0.397, 1.310], [1.335, -0.307, 0.108], [1.111, -1.592, 1.248]],
  "lowdin_charge": [-0.1135, -0.2934, -0.1558, 0.0513, 0.0589, 0.0578, 0.0954, 0.0825, 0.0834, 0.0779, 0.0520, -0.1476, -0.3456, -0.1374, 0.0899, 0.0756, 0.0654, 0.1098, 0.1046, 0.0606, 0.0544, 0.0741]
}

{
  "formula": "C6H16",
  "method": "ωB97M-V/def2-TZVPD",
  "homo_lumo_gap_ev": 12.35,
  "smiles": "CCC.CCC",
  "total_charge": 0,
  "e_homo_ev": -11.26,
  "elements": ["C", "C", "C", "H", "H", "H", "H", "H", "H", "H", "H", "C", "C", "C", "H", "H", "H", "H", "H", "H", "H", "H"],
  "xyz": [[2.423, 1.952, 1.664], [2.578, 0.839, 0.595], [1.650, 1.160, -0.665], [2.526, 2.951, 1.206], [3.232, 1.818, 2.401], [1.456, 1.905, 2.190], [3.603, 0.827, 0.176], [2.397, -0.144, 1.070], [2.054, 2.055, -1.167], [0.619, 1.376, -0.337], [1.622, 0.332, -1.392], [-0.895, -1.684, -0.475], [-2.370, -1.532, 0.005], [-3.339, -0.937, -0.985], [-0.296, -2.191, 0.300], [-0.398, -0.736, -0.741], [-0.928, -2.328, -1.370], [-2.817, -2.505, 0.288], [-2.375, -0.885, 0.903], [-3.466, -1.518, -1.914], [-2.948, 0.061, -1.245], [-4.326, -0.816, -0.509]],
  "lowdin_charge": [-0.1411, -0.2954, -0.1317, 0.0685, 0.0645, 0.0698, 0.0922, 0.0928, 0.0659, 0.0580, 0.0572, -0.1096, -0.3385, -0.1503, 0.0687, 0.0404, 0.0709, 0.1001, 0.1000, 0.0740, 0.0719, 0.0718]
}

{
  "formula": "C6H16Br2MnN3O7",
  "method": "ωB97M-V/def2-TZVPD",
  "homo_lumo_gap_ev": [6.46, 6.39],
  "total_charge": 1,
  "s2": 8.756,
  "spin_multiplicity": 6,
  "e_homo_ev": [-12.74, -12.74],
  "elements": ["Mn", "C", "O", "H", "H", "H", "Br", "C", "C", "Br", "H", "H", "H", "H", "C", "N", "O", "O", "H", "H", "H", "C", "N", "O", "O", "H", "H", "H", "C", "N", "O", "O", "H", "H", "H"],
  "xyz": [[2.868, 0.199, 0.175], [-0.243, -0.519, 0.619], [1.021, 0.091, 0.686], [-0.948, 0.233, 0.221], [-0.335, -1.333, -0.105], [-0.611, -0.752, 1.620], [2.330, 0.369, 5.772], [1.023, 0.261, 4.324], [0.299, 1.571, 4.132], [1.468, 3.096, 3.778], [0.303, -0.482, 4.662], [1.501, -0.097, 3.418], [-0.291, 1.822, 5.005], [-0.308, 1.477, 3.234], [0.569, -3.608, -1.998], [1.122, -4.971, -1.709], [2.320, -5.113, -1.806], [0.310, -5.836, -1.493], [1.319, -2.936, -1.584], [-0.395, -3.511, -1.519], [0.555, -3.512, -3.079], [-2.852, -0.095, -2.426], [-3.535, 0.404, -3.632], [-3.029, 0.237, -4.716], [-4.618, 0.918, -3.446], [-2.031, -0.750, -2.709], [-3.525, -0.707, -1.833], [-2.454, 0.711, -1.817], [0.653, 3.489, -0.222], [1.836, 3.003, -0.965], [1.948, 3.364, -2.091], [2.639, 2.228, -0.419], [0.344, 2.693, 0.456], [-0.200, 3.679, -0.863], [0.947, 4.377, 0.333]],
  "mulliken_spin": [4.8191, -0.0024, 0.1412, 0.0093, -0.0110, 0.0083, -0.0001, -0.0006, -0.0006, 0.0007, 0.0002, 0.0026, 0.0000, -0.0006, -0.0053, -0.0002, 0.0000, 0.0000, 0.0074, -0.0001, 0.0004, 0.0001, 0.0000, 0.0000, 0.0000, -0.0001, -0.0001, 0.0003, -0.0004, -0.0043, 0.0273, 0.0083, -0.0002, 0.0007, 0.0000]
}

{
  "formula": "C6H16Br3O3P2",
  "method": "ωB97M-V/def2-TZVPD",
  "homo_lumo_gap_ev": 8.91,
  "total_charge": 1,
  "e_homo_ev": -12.72,
  "elements": ["C", "C", "Br", "C", "Br", "P", "O", "P", "O", "Br", "H", "H", "H", "H", "H", "H", "H", "H", "C", "C", "C", "O", "H", "H", "H", "H", "H", "H", "H", "H"],
  "xyz": [[1.047, 0.511, -1.830], [1.648, -0.884, -1.833], [3.471, -0.740, -2.490], [1.517, -1.676, -0.515], [0.198, -0.962, 0.719], [2.986, -1.905, 0.531], [4.228, -2.608, -0.135], [3.578, 0.003, 1.585], [2.558, -0.130, 2.825], [5.534, -0.657, 2.381], [1.573, 1.181, -1.161], [-0.024, 0.495, -1.681], [1.212, 0.894, -2.830], [1.094, -1.433, -2.577], [1.151, -2.668, -0.745], [2.572, -2.790, 1.540], [3.983, -3.079, -0.955], [2.970, 0.149, 3.663], [-4.025, 2.532, 0.315], [-3.336, 1.303, -0.254], [-3.502, 0.100, 0.662], [-1.943, 1.575, -0.458], [-3.590, 2.803, 1.281], [-3.894, 3.385, -0.350], [-5.092, 2.359, 0.453], [-3.749, 1.074, -1.236], [-3.052, 0.299, 1.640], [-3.001, -0.774, 0.242], [-4.554, -0.143, 0.812], [-1.559, 1.786, 0.401]],
  "lowdin_charge": [-0.1917, -0.7911, 0.8049, -0.8455, 0.8369, 0.6473, -0.3013, 0.3855, -0.4558, 0.3473, 0.0773, 0.0490, 0.0770, 0.0930, 0.0734, 0.0551, 0.0829, 0.0714, -0.0560, -0.4868, -0.0722, -0.0909, 0.0837, 0.0830, 0.0853, 0.1409, 0.0799, 0.0574, 0.0855, 0.0747]
}

{
  "formula": "C6H16Cl4O4",
  "method": "ωB97M-V/def2-TZVPD",
  "homo_lumo_gap_ev": 10.61,
  "smiles": "ClCCl.ClCCl.OCCO.OCCO",
  "total_charge": 0,
  "e_homo_ev": -10.21,
  "elements": ["Cl", "C", "Cl", "H", "H", "Cl", "C", "Cl", "H", "H", "O", "C", "C", "O", "H", "H", "H", "H", "H", "H", "O", "C", "C", "O", "H", "H", "H", "H", "H", "H"],
  "xyz": [[-9.850, 1.856, -1.496], [-8.389, 2.783, -1.023], [-6.847, 1.808, -0.879], [-8.288, 3.506, -1.833], [-8.444, 3.239, -0.035], [4.709, 2.609, 2.825], [2.913, 2.297, 2.982], [1.892, 3.615, 2.383], [2.677, 1.516, 2.259], [2.645, 1.984, 3.992], [4.561, -3.999, -0.162], [4.307, -2.659, -0.453], [4.325, -2.498, -1.968], [5.580, -2.795, -2.530], [5.505, -4.161, -0.233], [3.307, -2.407, -0.101], [5.020, -2.005, 0.049], [4.155, -1.455, -2.234], [3.518, -3.056, -2.443], [5.510, -2.808, -3.488], [-3.013, 0.391, 2.056], [-2.080, -0.181, 1.198], [-1.605, 0.653, -0.045], [-0.702, -0.087, -0.732], [-3.815, 0.461, 1.533], [-1.090, -0.500, 1.524], [-2.505, -1.101, 0.796], [-1.199, 1.606, 0.293], [-2.388, 1.032, -0.703], [-0.409, 0.356, -1.531]],
  "lowdin_charge": [0.4851, -0.9601, 0.4353, 0.0181, 0.0217, 0.4479, -0.9805, 0.4912, 0.0070, 0.0335, -0.0553, -0.2557, -0.2660, -0.0645, 0.0882, 0.1194, 0.1198, 0.1093, 0.1186, 0.0866, -0.0366, -0.2517, -0.3077, -0.0467, 0.0874, 0.1196, 0.1152, 0.1106, 0.1109, 0.0993]
}

Ordered molar mass results: 88.19; 88.19; 88.19; 88.19; 88.19; 456.95; 437.85; 294.00; unit g/mol.
Ordered ΔE to the lowest compared entry with this formula, charge and spin results: 10.4; 48.4; 24.3; 32.3; 8.7; 0.0; 4.9; 0.0; unit kcal/mol.